[1]
{
  "formula": "C4H7NO2S",
  "method": "the ωB97M-V functional and the def2-TZVPD basis",
  "gap_ev": 9.5,
  "largest_force_ha_per_bohr": 0.1394,
  "e_above_lowest_ev": 5.3082,
  "e_homo_ha": -0.3534,
  "lumo_energy_ev": -0.12,
  "symbols": ["S", "O", "O", "N", "C", "C", "C", "C", "H", "H", "H", "H", "H", "H", "H"],
  "xyz": [[0.272, 2.355, -0.244], [2.376, -0.076, 0.264], [-2.540, 0.495, 0.474], [-1.145, -0.799, -0.471], [0.277, -1.211, -0.508], [-1.288, 0.194, 0.381], [0.057, 0.859, 0.805], [0.944, -0.335, 0.696], [-1.213, 2.235, -1.123], [-2.041, -1.126, -0.987], [-0.048, 0.868, 1.843], [0.397, -2.216, -0.418], [0.826, -0.862, 1.559], [0.772, -0.723, -1.336], [2.354, 0.342, -0.935]],
  "forces_ev_per_angstrom": [[-3.04, -0.88, -1.36], [-2.12, 1.21, -3.59], [3.72, 1.13, 1.62], [1.58, -2.09, -1.07], [-0.48, 3.99, 0.60], [-6.44, 1.52, -1.35], [-2.37, -1.02, -0.96], [2.06, 0.07, -6.87], [3.49, 0.18, 2.27], [2.55, 0.54, 1.37], [-0.21, 2.19, 1.82], [0.64, -2.77, 0.07], [0.88, -1.53, 2.54], [0.03, -0.69, -0.86], [-0.30, -1.85, 5.78]]
}

[2]
{
  "formula": "C4H7NO2S2",
  "method": "the ωB97M-V functional and the def2-TZVPD basis",
  "gap_ev": 8.2,
  "largest_force_ha_per_bohr": 0.0859,
  "e_above_lowest_ev": 2.3821,
  "e_homo_ha": -0.3351,
  "lumo_energy_ev": -0.93,
  "symbols": ["S", "S", "O", "O", "N", "C", "C", "C", "C", "H", "H", "H", "H", "H", "H", "H"],
  "xyz": [[1.081, -0.112, -0.090], [-2.090, 0.762, -0.405], [0.910, 0.546, -1.371], [1.870, 0.584, 0.941], [-1.455, -2.721, -0.012], [1.867, -1.722, -0.420], [-1.119, -0.256, 0.678], [-1.385, 2.412, -0.011], [-1.314, -1.641, 0.359], [1.822, -2.584, 0.414], [-0.908, 0.002, 1.644], [-0.986, 2.386, 1.042], [1.429, -2.185, -1.305], [-0.530, 2.836, -0.548], [-2.139, 3.155, -0.318], [2.946, -1.462, -0.597]],
  "forces_ev_per_angstrom": [[-0.34, 1.02, 1.09], [1.16, 0.45, 0.51], [0.02, -0.50, 0.32], [-1.09, -1.07, -0.91], [0.07, -0.05, 0.12], [0.64, -1.99, 1.36], [1.50, -0.64, -4.10], [0.52, 0.50, 0.50], [-0.31, -0.04, 0.20], [-0.09, 2.51, -1.46], [0.25, 0.75, 2.46], [-1.21, 0.42, -0.76], [-0.03, 0.42, -0.02], [0.22, -1.28, -0.59], [-0.22, -0.37, 1.13], [-1.08, -0.12, 0.16]]
}

Number 1: E_tot -20677.4281 eV. Number 2: E_tot -31514.0429 eV.